Entry 1:
This record from OMol25 describes 10 unconnected molecules or ions with the total composition C29H83N15O12. The level of theory is wB97M-V/def2-TZVPD.

The HOMO energy comes out at -0.2880 Eh. As for the maximum force: 0.0816 Eh/bohr. The HOMO-LUMO gap is 7.7 eV. The SMILES is COC[C@H](C)N.COC[C@H](C)N.COC[C@H](C)N.COCCNCCOC.COCCNCCOC.NC(N)=O.NC(N)=O.NC(N)=O.NC(N)=O.NC(N)=O. As for the energy above the lowest of the compared OMol25 structures with the same formula, charge and spin: 1.2520 eV. The total energy is -2878.863557 hartree.

Structure (ORCA input):
```
! wB97M-V def2-TZVPD RIJCOSX def2/J DEFGRID3
* xyz 0 1
C -2.6403 1.1254 -1.7143
O -2.0863 0.1869 -0.7997
C -1.5352 0.7158 0.3557
C -2.6460 0.8444 1.3941
C -2.2209 1.4167 2.7354
N -3.0768 -0.5510 1.7128
H -3.3082 1.7205 -1.0772
H -3.1582 0.5302 -2.4609
H -1.9566 1.8204 -2.2168
H -0.8377 -0.0487 0.7052
H -0.9370 1.6382 0.3116
H -3.5887 1.2419 1.0066
H -2.1539 2.5124 2.6795
H -1.2250 1.1174 3.0686
H -2.9520 1.1807 3.5045
H -3.1857 -1.1300 0.8734
H -2.3748 -1.0574 2.2530
C 2.2991 -0.3199 3.9346
O 3.3736 0.5790 4.0507
C 3.8474 1.2237 2.8844
C 5.2955 1.6526 3.1131
C 5.6482 2.4434 4.3407
N 5.9324 2.3082 1.9312
H 2.6395 -1.3332 3.6948
H 1.6152 -0.0299 3.1269
H 1.7678 -0.3300 4.8857
H 3.7564 0.5379 2.0286
H 3.3393 2.1622 2.5695
H 5.9014 0.7357 3.0446
H 6.7042 2.5463 4.5631
H 5.2972 1.9393 5.2578
H 5.0492 3.3618 4.3759
H 5.8910 1.6427 1.1499
H 5.4271 3.0923 1.4662
C 4.6593 -4.5039 -2.2314
O 3.3000 -4.8289 -1.9137
C 2.4291 -3.7889 -1.6046
C 2.8735 -2.7491 -0.5628
C 3.3721 -3.4714 0.7036
N 1.9072 -1.7215 -0.1709
H 5.2858 -4.8495 -1.4020
H 4.8551 -3.4416 -2.3735
H 4.8687 -5.1047 -3.1148
H 2.0344 -3.2477 -2.4868
H 1.4960 -4.1797 -1.1659
H 3.7174 -2.1723 -0.9747
H 3.4320 -2.8486 1.5948
H 4.3132 -3.9669 0.4767
H 2.6187 -4.2444 0.9112
H 1.1361 -2.0899 0.3922
H 1.4379 -1.3014 -0.9736
C 2.3914 5.1680 -2.3635
O 3.0619 5.3985 -1.1336
C 2.7687 4.4918 -0.0924
C 3.5353 5.1219 1.0760
N 4.9771 4.9506 0.7757
C 5.7649 6.0001 1.4376
C 7.1012 6.2160 0.7450
O 6.9238 6.3397 -0.6560
C 6.1636 7.3716 -1.1560
H 1.3481 5.4621 -2.4596
H 2.6191 4.1113 -2.5659
H 3.0093 5.6467 -3.1249
H 3.1109 3.4538 -0.1944
H 1.6936 4.4625 0.1199
H 3.3842 4.5260 1.9860
H 3.2138 6.1696 1.1093
H 5.0731 5.1683 -0.2179
H 5.9698 5.7647 2.4843
H 5.1903 6.9287 1.3368
H 7.7648 5.3567 0.8022
H 7.6162 7.0655 1.2077
H 5.4929 7.8791 -0.4435
H 5.5022 7.1842 -2.0108
H 6.7453 8.2277 -1.5493
C -3.5524 -8.6163 -1.0440
O -4.0386 -7.3884 -1.4065
C -4.0400 -6.4054 -0.4260
C -5.0116 -5.3074 -0.8182
N -4.6393 -4.4532 -1.9518
C -3.2727 -3.9337 -1.8040
C -3.0042 -2.9084 -2.9265
O -3.4935 -3.5067 -4.1360
C -3.4809 -2.6547 -5.2383
H -3.7187 -9.3473 -1.8483
H -4.1806 -9.1322 -0.2945
H -2.4948 -8.7227 -0.7917
H -3.0901 -5.9898 -0.0717
H -4.5383 -6.7614 0.4957
H -5.1556 -4.6663 0.0686
H -5.9792 -5.7452 -1.0663
H -5.1640 -3.5724 -1.7522
H -2.5652 -4.7701 -1.8185
H -3.0626 -3.4405 -0.8330
H -1.9183 -2.9046 -3.0741
H -3.5711 -1.9997 -2.7044
H -2.5440 -2.0961 -5.3752
H -4.3095 -1.9329 -5.0952
H -3.6748 -3.1314 -6.1990
N 2.4665 1.9603 -4.4957
C 3.5900 2.7049 -4.9181
N 3.3510 4.0734 -5.1718
O 4.7385 2.2240 -4.9815
H 2.5058 0.9752 -4.6622
H 1.6034 2.4379 -4.3473
H 4.2230 4.4861 -5.4638
H 2.5575 4.5717 -4.8518
N -3.3936 5.4229 0.3122
C -4.3266 4.6607 -0.4336
N -5.1577 3.9348 0.4474
O -4.2648 4.5298 -1.6490
H -3.5617 5.6233 1.2745
H -2.5589 5.8036 -0.0801
H -5.1710 4.0029 1.4361
H -5.6644 3.2055 -0.0232
N -1.3358 -3.3962 3.6940
C -0.4432 -3.2578 2.6179
N 0.9036 -3.1612 3.0198
O -0.8268 -3.1224 1.4095
H -2.3429 -3.5594 3.7017
H -0.9457 -3.6483 4.5876
H 1.0999 -2.9600 3.9770
H 1.5377 -2.8688 2.2984
N -5.5927 0.1128 -0.5859
C -6.1644 -0.9896 -1.3066
N -6.9582 -0.6504 -2.4334
O -5.9452 -2.2041 -1.0241
H -6.1482 0.9464 -0.6640
H -5.3833 -0.1671 0.3679
H -7.1271 0.3044 -2.6633
H -7.3127 -1.4224 -2.9649
N -6.4626 -4.1994 3.3321
C -5.2550 -3.4566 3.4476
N -5.2581 -2.2371 2.7384
O -4.3329 -3.9109 4.1197
H -7.2923 -3.9472 2.8473
H -6.4200 -5.1802 3.5548
H -6.0559 -2.0044 2.1915
H -4.4346 -1.6808 2.4903
*
```



Entry 2:
This record from OMol25 describes 10 unconnected molecules or ions with the total composition C29H85O40P9S. The level of theory is wB97M-V/def2-TZVPD.

The HOMO energy comes out at -0.3770 Eh. As for the maximum force: 0.0977 Eh/bohr. The HOMO-LUMO gap is 10.6 eV. The SMILES is COP(=O)(OC)OC.COP(=O)(OC)OC.COP(=O)(OC)OC.COP(=O)(OC)OC.COP(=O)(OC)OC.COP(=O)(OC)OC.COP(=O)(OC)OC.COP(=O)(OC)OC.COP(=O)(OC)OC.O=S1(=O)OCCO1. As for the energy above the lowest of the compared OMol25 structures with the same formula, charge and spin: 6.9142 eV. The total energy is -7636.479977 hartree.

Structure (ORCA input):
```
! wB97M-V def2-TZVPD RIJCOSX def2/J DEFGRID3
* xyz 0 1
C -4.4139 -3.4763 -1.7775
O -4.7174 -2.9024 -0.4982
P -5.2515 -3.7632 0.7630
O -4.7999 -5.2134 0.6597
O -4.7306 -2.9224 2.1500
C -5.5070 -3.1045 3.3332
O -6.8559 -3.5658 0.7230
C -7.6257 -4.3192 -0.1468
H -3.3288 -3.5240 -1.8687
H -4.7958 -2.8692 -2.5983
H -4.9497 -4.4244 -1.8245
H -6.5636 -3.3686 3.2888
H -5.6963 -2.1188 3.7581
H -4.9440 -3.6636 4.0805
H -7.6001 -3.9999 -1.1886
H -8.6765 -4.2197 0.1252
H -7.2045 -5.3124 -0.3025
C -2.2012 -2.5021 -7.9071
O -3.2466 -3.0182 -7.1167
P -3.1258 -4.0022 -5.8060
O -2.2951 -5.1861 -6.0393
O -4.6995 -4.2206 -5.2782
C -5.5376 -5.1517 -5.8835
O -2.6414 -2.9394 -4.6391
C -1.3052 -2.4615 -4.4649
H -2.3045 -2.8467 -8.9360
H -1.2367 -2.8310 -7.5203
H -2.2872 -1.4217 -7.7905
H -5.5227 -6.0340 -5.2437
H -5.2451 -5.4050 -6.9025
H -6.4985 -4.6375 -5.9014
H -1.2847 -1.7549 -3.6353
H -0.9737 -2.0037 -5.3969
H -0.6587 -3.2048 -3.9984
C 1.7575 -0.6780 1.5252
O 3.0462 -1.0228 2.1002
P 4.3993 -0.2155 1.7838
O 4.2632 1.2573 1.9797
O 4.7392 -0.7612 0.3347
C 5.8496 -0.3972 -0.3972
O 5.4995 -0.9025 2.6953
C 6.0017 -2.1913 2.3288
H 0.9184 -1.3100 1.8161
H 1.9208 -0.7997 0.4544
H 1.5592 0.3842 1.6684
H 6.2576 0.5707 -0.1060
H 5.5592 -0.3533 -1.4469
H 6.5489 -1.2291 -0.3131
H 6.2035 -2.6636 3.2903
H 6.8934 -1.9547 1.7484
H 5.2481 -2.7729 1.7979
C 5.1430 -4.8084 -5.4490
O 4.1718 -3.9193 -4.8782
P 4.5555 -2.6993 -3.8612
O 5.0325 -3.0858 -2.4775
O 5.5755 -1.8380 -4.7678
C 6.8971 -2.1010 -4.5812
O 3.1528 -1.8132 -3.9513
C 2.8481 -0.9250 -2.8576
H 6.1581 -4.8954 -5.0615
H 5.3072 -4.8053 -6.5266
H 4.7099 -5.7771 -5.1996
H 7.2960 -2.6120 -5.4575
H 7.0577 -2.6840 -3.6743
H 7.4039 -1.1368 -4.5409
H 2.8234 0.1151 -3.1827
H 3.6322 -1.0178 -2.1061
H 1.8978 -1.2033 -2.4020
C 1.5665 -0.2981 5.6707
O 0.4447 -0.4352 6.4999
P -0.5177 -1.7827 6.5116
O 0.1400 -2.9448 7.1368
O -1.8843 -1.1507 7.1789
C -1.8641 -1.1447 8.6466
O -0.8938 -2.0146 4.9843
C -1.3507 -1.0597 4.0446
H 2.2533 0.3258 6.2426
H 1.2489 0.3782 4.8770
H 2.0366 -1.1732 5.2220
H -1.0492 -1.7225 9.0827
H -2.8957 -1.3601 8.9250
H -1.7289 -0.0691 8.7607
H -1.8907 -0.2305 4.5018
H -1.9770 -1.6047 3.3383
H -0.4234 -0.7705 3.5503
C 0.5999 4.7314 1.4780
O 1.5751 4.5665 2.5876
P 2.2245 5.8162 3.4336
O 1.2181 6.8665 3.7401
O 3.1206 5.1210 4.6824
C 3.6692 3.8410 4.5830
O 3.4712 6.3256 2.5331
C 3.1384 7.3686 1.6085
H -0.0486 5.5447 1.8035
H 0.1268 3.7496 1.4964
H 0.9701 4.9408 0.4744
H 3.2296 3.2686 5.3999
H 4.7467 3.9397 4.7145
H 3.3353 3.2050 3.7632
H 3.5572 7.1182 0.6338
H 3.6936 8.2512 1.9261
H 2.1420 7.7080 1.3254
C 1.7524 9.1483 -2.8037
O 1.8336 7.6359 -2.8803
P 0.5390 6.7972 -3.4871
O -0.3148 7.4944 -4.3562
O 1.1945 5.4976 -4.2140
C 1.7312 4.3784 -3.4328
O -0.1601 6.3892 -2.1379
C -1.6265 6.3473 -2.0529
H 1.3291 9.5716 -3.7146
H 2.7547 9.5755 -2.7724
H 1.1704 9.4501 -1.9328
H 1.4480 4.4491 -2.3826
H 2.7885 4.2195 -3.6449
H 1.2079 3.5141 -3.8418
H -2.0587 6.0069 -2.9939
H -2.1184 7.2746 -1.7592
H -1.8594 5.4167 -1.5354
C 1.0666 -5.3765 -2.8821
O 0.9398 -5.3149 -1.4516
P 0.5483 -3.8575 -0.7516
O -0.4069 -3.1455 -1.6535
O 0.0809 -4.2265 0.8451
C -1.2016 -4.7921 1.0807
O 1.9931 -3.0084 -0.5070
C 3.0435 -3.6941 0.1540
H 1.7393 -4.5409 -3.0753
H 0.1134 -5.2374 -3.3921
H 1.6575 -6.1491 -3.3740
H -1.1361 -5.8315 1.4024
H -1.9455 -4.8185 0.2844
H -1.6909 -4.1797 1.8381
H 2.8952 -4.7719 0.0869
H 3.1794 -3.4835 1.2148
H 3.9948 -3.3234 -0.2278
C -5.1466 2.4147 4.2993
O -4.6872 3.4436 3.4076
P -3.0887 3.8112 3.4110
O -2.2227 2.5912 3.6860
O -2.8074 4.6404 2.0521
C -2.8979 4.0356 0.8516
O -2.9977 4.9370 4.6269
C -1.7035 5.4523 5.0359
H -6.1468 2.7633 4.5567
H -4.4457 2.4392 5.1336
H -5.3186 1.4104 3.9120
H -3.5125 4.7427 0.2946
H -3.3480 3.0435 0.8158
H -1.9902 3.6802 0.3637
H -1.4983 5.1869 6.0730
H -1.9387 6.5131 5.1219
H -0.8355 5.2147 4.4210
O 0.8867 1.5901 -1.8932
S -0.4908 1.3383 -1.4029
O -1.5691 2.2152 -1.8911
O -0.8733 -0.1871 -1.6668
C -1.5432 -0.7727 -0.5674
C -1.7419 0.3209 0.5925
O -0.6567 1.1715 0.2261
H -2.5068 -1.1715 -0.8844
H -0.8522 -1.4828 -0.1130
H -1.4018 -0.1973 1.4891
H -2.7336 0.7703 0.5408
*
```



Entry 3:
This record from OMol25 describes a molecular structure, C29H91N5O14. The level of theory is wB97M-V/def2-TZVPD.

The HOMO energy comes out at -0.3062 Eh. As for the maximum force: 0.2163 Eh/bohr. The HOMO-LUMO gap is 8.4 eV. As for the energy above the lowest of the compared OMol25 structures with the same formula, charge and spin: 10.6771 eV. The total energy is -2486.041144 hartree.

Structure (ORCA input):
```
! wB97M-V def2-TZVPD RIJCOSX def2/J DEFGRID3
* xyz 0 1
C -41.4205 8.0295 18.1578
C -40.9060 7.4928 16.8320
C -40.7600 5.9807 16.8659
O -39.6691 5.6389 17.7099
C -39.0157 4.3820 17.5106
N -41.7265 7.8647 15.6828
H -42.3324 7.5779 18.5599
H -41.5705 9.1066 18.2138
H -40.6635 7.7051 18.8812
H -39.8835 7.8051 16.6005
H -40.4799 5.5072 15.9198
H -41.6832 5.5233 17.2418
H -39.6627 3.6720 16.9895
H -38.7669 3.9196 18.4627
H -38.1303 4.6247 16.9244
H -41.8945 8.8684 15.5700
H -42.6806 7.5078 15.7427
C -39.4471 11.0742 16.7066
C -40.0425 11.6676 15.4275
C -41.5352 11.9116 15.5851
O -42.1972 10.7053 15.8967
C -43.6028 10.8096 15.9037
N -39.3839 12.9201 15.0282
H -39.8474 11.5655 17.6034
H -38.3780 11.2687 16.7830
H -39.8242 10.0601 16.8212
H -39.8736 10.9600 14.6005
H -41.8903 12.3389 14.6385
H -41.6614 12.6455 16.3883
H -43.9803 9.9013 16.3715
H -44.0455 10.9128 14.9064
H -43.9282 11.6973 16.4566
H -38.3820 12.8043 14.9552
H -39.7738 13.0506 14.0977
C -40.7328 8.7903 11.0527
C -39.8634 9.1220 12.2988
C -38.4610 8.4840 12.2228
O -37.7962 8.7093 13.4526
C -38.1996 7.8391 14.4974
N -39.8434 10.5879 12.3366
H -40.9279 7.7175 10.9867
H -40.2196 9.1334 10.1545
H -41.6992 9.2883 11.1390
H -40.4016 8.6386 13.1216
H -37.8697 8.9465 11.4323
H -38.5427 7.4223 11.9682
H -39.2673 8.0090 14.6779
H -37.7661 8.2248 15.4202
H -37.9646 6.8070 14.2465
H -39.4740 10.8651 13.2473
H -40.8126 10.8886 12.4064
C -38.5693 3.8529 13.4120
C -38.5666 2.5841 12.5697
C -39.5929 2.7711 11.4571
O -40.9206 2.7382 11.9339
C -41.9382 2.9485 10.9858
N -37.2440 2.3584 11.9433
H -37.8445 3.8834 14.2279
H -39.5668 3.9816 13.8298
H -38.3356 4.7189 12.7863
H -38.7931 1.6861 13.1478
H -39.5272 1.9405 10.7333
H -39.3294 3.6350 10.8292
H -42.8771 3.0659 11.5289
H -42.1140 2.0209 10.4244
H -41.7389 3.8019 10.3351
H -37.4679 1.6703 11.2236
H -37.0532 3.1992 11.3955
C -38.0320 -0.0733 20.5026
C -38.9311 0.2829 19.3445
C -38.1392 0.6989 18.1099
O -37.1282 1.6379 18.4513
C -36.3622 2.0647 17.3621
N -39.7505 -0.8960 19.0345
H -38.6238 -0.4304 21.3503
H -37.4262 0.7526 20.8747
H -37.3302 -0.8779 20.2686
H -39.5888 1.0820 19.7168
H -38.8280 1.1623 17.3986
H -37.5965 -0.2011 17.8039
H -36.9484 2.3205 16.4661
H -35.7241 1.2102 17.0997
H -35.7634 2.9567 17.5362
H -40.3587 -0.9942 19.8421
H -40.3810 -0.7308 18.2548
C -38.1700 3.5856 21.4912
O -37.5134 4.7846 21.8405
H -39.2549 3.6706 21.6067
H -37.8636 3.1910 20.5170
H -37.8245 2.7987 22.1678
H -37.6497 5.4042 21.0971
C -44.9481 8.2166 21.3502
O -44.4822 9.3271 22.1384
H -44.3702 8.2233 20.4190
H -44.7067 7.2740 21.8471
H -46.0100 8.3981 21.2175
H -43.5740 9.1138 22.3743
C -35.7315 5.5617 15.5613
O -34.8143 4.4888 15.6918
H -36.6007 5.2891 14.9587
H -36.1700 5.8509 16.5218
H -35.2164 6.4173 15.1227
H -35.1352 3.7480 15.1733
C -42.3371 12.5421 19.5572
O -41.3051 13.3491 20.0850
H -42.0189 11.6453 19.0106
H -43.1148 12.3055 20.2769
H -42.7965 13.1385 18.7538
H -40.8000 13.7213 19.3593
C -41.2595 5.9738 12.7551
O -40.5582 7.0419 13.2947
H -42.2955 6.2565 12.5126
H -40.7688 5.6521 11.8335
H -41.3095 5.1072 13.4260
H -40.8688 7.3566 14.1779
C -42.4035 9.6531 12.2869
O -42.7280 10.7446 11.4403
H -41.8393 10.0275 13.1413
H -43.3277 9.1879 12.6466
H -41.7969 8.9316 11.7373
H -42.8411 10.4699 10.5301
C -44.9420 6.3775 16.8977
O -44.7168 7.1102 15.6874
H -44.9528 7.0034 17.7916
H -45.8492 5.8027 16.7019
H -44.1013 5.6838 16.9621
H -45.5361 7.4404 15.3161
C -37.8409 7.8900 19.9756
O -37.9074 6.4997 19.6798
H -37.3804 8.5048 19.1993
H -38.8446 8.2008 20.2813
H -37.2438 8.1004 20.8668
H -38.5981 6.4472 18.9926
C -41.9460 4.3679 19.9111
O -42.8127 4.1477 21.0048
H -41.6951 3.4355 19.3912
H -42.3380 5.0241 19.1383
H -41.0116 4.8009 20.2793
H -42.4079 3.5283 21.6151
*
```